Record 1
{
  "formula": "C17H29CoN2S",
  "method": "ωB97M-V/def2-TZVPD",
  "species": ["C", "H", "H", "H", "C", "H", "H", "C", "H", "H", "H", "C", "C", "C", "C", "C", "C", "C", "C", "C", "C", "Co", "H", "H", "H", "H", "H", "H", "H", "H", "H", "H", "H", "H", "H", "H", "H", "C", "N", "C", "C", "N", "C", "S", "H", "H", "H", "H", "H", "H"],
  "coordinates": [[0.72097, 1.80664, -0.10084], [0.93111, 2.22621, 0.89952], [1.55195, 1.95397, -0.80558], [0.84953, 0.71150, 0.13669], [-0.45446, 2.68629, -0.56254], [-1.22654, 2.23305, -1.21356], [-1.00088, 3.03770, 0.32982], [0.04990, 3.96928, -1.26652], [-0.78079, 4.61003, -1.58998], [0.67153, 4.59568, -0.61085], [0.63511, 3.75252, -2.17100], [-0.84516, -1.94704, -0.83108], [-1.24501, -0.91720, -1.75386], [-0.05810, -0.29756, -2.26545], [1.06273, -0.91809, -1.64390], [0.59725, -1.94331, -0.76881], [1.42830, -2.94311, -0.04692], [2.50711, -0.70720, -2.00240], [-0.00298, 0.71583, -3.36797], [-2.65203, -0.59998, -2.12731], [-1.72606, -2.92190, -0.14323], [-0.25824, -0.25248, -0.22167], [3.16356, -1.00265, -1.16892], [2.82074, -1.30100, -2.88398], [2.71795, 0.34857, -2.23836], [2.45560, -2.58220, 0.10414], [1.00457, -3.17288, 0.94217], [1.50144, -3.89703, -0.59700], [-2.71862, -2.49364, 0.05689], [-1.86276, -3.82888, -0.75497], [-1.30559, -3.24468, 0.82532], [-2.75044, 0.41039, -2.56252], [-3.03232, -1.32069, -2.87209], [-3.32783, -0.63815, -1.25370], [0.84388, 1.41280, -3.24214], [0.12528, 0.24642, -4.35964], [-0.92744, 1.30883, -3.41016], [-0.23810, -1.90111, 3.81827], [-0.08380, -0.44415, 3.76179], [0.61408, 0.29740, 4.73159], [0.54503, 1.60070, 4.37099], [-0.17289, 1.63285, 3.16991], [-0.55475, 0.39662, 2.81180], [-1.57225, 0.01236, 1.47080], [-1.30291, -2.17137, 3.92016], [0.16491, -2.35312, 2.89678], [0.31634, -2.27484, 4.67971], [1.11361, -0.17597, 5.58088], [0.95145, 2.50597, 4.85763], [-0.43719, 2.50273, 2.66220]],
  "forces_ev_per_angstrom": [[1.20, 1.81, 0.26], [0.78, -0.29, -0.62], [0.01, 0.06, 0.50], [1.41, 1.58, 0.45], [-1.18, 0.44, -0.18], [0.46, -0.17, 0.26], [-0.01, -0.40, -0.30], [0.26, 0.06, -0.18], [0.04, -0.35, 0.20], [-0.08, -0.34, -0.08], [-0.09, -0.08, 0.26], [-0.21, -2.55, -1.88], [-0.92, -1.57, -1.14], [0.60, -0.49, -1.70], [1.28, -0.96, -1.88], [0.15, -1.98, -1.32], [0.44, 0.03, 0.61], [0.35, 0.40, 0.23], [0.07, 0.59, 0.09], [-0.61, 0.44, 0.04], [-0.49, -0.37, 0.54], [-2.09, 4.23, 4.47], [-0.19, 0.15, -0.34], [-0.41, 0.20, 0.41], [-0.07, -0.39, 0.05], [-0.33, -0.13, -0.04], [0.11, -0.03, -0.33], [-0.19, 0.38, 0.04], [0.27, -0.19, -0.10], [0.07, 0.33, 0.10], [-0.15, 0.15, -0.43], [0.10, -0.49, 0.16], [0.20, 0.21, 0.28], [0.27, -0.08, -0.37], [-0.33, -0.29, -0.03], [-0.06, -0.07, 0.48], [0.31, -0.17, -0.03], [-0.38, -0.23, -0.43], [0.42, 0.66, 0.28], [-0.20, -0.17, -0.31], [0.07, 0.33, -0.15], [0.03, 1.12, 0.15], [0.36, -0.34, 0.89], [-0.94, 0.26, 1.12], [0.47, 0.17, -0.03], [-0.15, 0.19, 0.43], [-0.09, 0.09, -0.16], [-0.37, 0.21, -0.46], [-0.40, -0.79, -0.51], [0.19, -1.18, 0.68]],
  "total_energy_ev": -69523.87026,
  "multiplicity": 5,
  "lumo_energy_ev": [-5.36, -8.79],
  "charge": 2,
  "relative_energy_kcal_mol": 17.24
}

=====

Record 2
{
  "formula": "C17H29FNO2P2Rh",
  "method": "ωB97M-V/def2-TZVPD",
  "species": ["C", "C", "N", "C", "C", "C", "C", "P", "Rh", "P", "C", "C", "C", "C", "C", "C", "C", "O", "O", "H", "H", "H", "C", "C", "H", "H", "H", "H", "C", "C", "H", "H", "H", "H", "H", "H", "H", "H", "H", "H", "H", "H", "H", "H", "H", "H", "H", "H", "H", "H", "H", "H", "F"],
  "coordinates": [[-3.48923, -1.40613, -1.67419], [-2.27722, -1.31362, -0.95230], [-1.78992, -0.05746, -0.65319], [-2.49708, 1.05443, -0.92133], [-3.66748, 0.98011, -1.68195], [-4.16098, -0.26422, -2.06681], [-1.50387, -2.45454, -0.60464], [-0.14869, -2.21808, 0.53069], [0.00153, 0.06925, 0.45673], [-0.26054, 2.29037, 0.09296], [-2.02622, 2.40416, -0.41512], [1.79858, 0.19882, 1.53845], [1.72662, 0.00291, 2.91052], [2.89110, 0.13773, 3.68265], [4.10780, 0.46692, 3.07964], [4.16161, 0.65078, 1.69073], [2.99875, 0.50957, 0.91332], [-0.11613, -2.15468, -3.21232], [0.28051, 0.50554, -3.33241], [-3.82875, -2.40584, -1.93556], [-4.13960, 1.91951, -1.96331], [-5.06056, -0.33024, -2.66836], [-0.57224, -2.85527, 2.16539], [1.22162, -3.21816, -0.09031], [-2.15506, 3.17963, -1.18741], [-2.59285, 2.72207, 0.47570], [-0.63336, -2.47884, -2.42827], [-1.91734, -3.45140, -0.80746], [-0.01107, 3.46054, 1.43761], [0.61304, 2.99254, -1.33846], [0.76273, -0.22446, 3.36519], [2.83235, -0.01566, 4.76487], [5.01337, 0.56117, 3.68552], [5.10680, 0.88931, 1.20494], [3.03796, 0.64992, -0.16648], [1.14565, -0.40356, -0.73592], [1.11089, 0.59927, -3.83492], [0.09378, -0.47695, -3.33649], [-0.52957, -2.58989, -3.97317], [0.70026, 0.20756, -1.13856], [-0.81385, -3.92143, 2.08028], [0.27555, -2.71299, 2.84413], [-1.43285, -2.29670, 2.54677], [0.94874, -4.27746, 0.00026], [1.41240, -2.97391, -1.14221], [2.11793, -3.01660, 0.50718], [0.23730, 4.01168, -1.50352], [1.68358, 3.02811, -1.10184], [0.44055, 2.35054, -2.21513], [-0.29303, 4.47260, 1.11189], [-0.62723, 3.12650, 2.27973], [1.04902, 3.43220, 1.71860], [-1.22533, 0.64434, 1.99790]],
  "forces_ev_per_angstrom": [[2.02, -2.44, 1.14], [-0.94, -0.32, -0.95], [2.01, -1.46, 0.76], [-1.17, 1.85, -0.65], [0.12, -0.74, 0.01], [-1.69, 2.57, -1.02], [-0.83, 0.07, 0.33], [0.04, 0.41, 0.30], [-1.15, 0.37, 1.97], [-0.23, 0.85, -0.46], [0.10, -0.35, 0.15], [-0.59, -0.16, -1.01], [0.62, 0.08, 0.40], [-0.25, -0.01, 0.00], [-0.09, -0.07, -0.27], [-0.26, -0.13, 0.01], [0.77, 0.12, 0.81], [-0.48, -0.90, 0.25], [0.42, -0.65, -0.52], [-0.08, 0.21, 0.06], [-0.13, -0.29, 0.02], [0.11, 0.02, 0.06], [-0.19, -0.59, -0.04], [0.02, -0.40, 0.12], [0.06, -0.19, 0.24], [0.10, -0.16, -0.13], [0.40, 0.55, -0.65], [0.10, 0.37, 0.02], [-0.03, 0.21, 0.04], [0.08, 0.16, 0.18], [0.25, 0.08, 0.02], [0.09, 0.07, -0.36], [-0.32, 0.00, -0.23], [-0.14, -0.01, 0.14], [0.09, 0.00, 0.17], [0.27, 0.33, -1.77], [-0.55, -0.09, 0.30], [0.13, 0.99, 0.03], [0.13, 0.19, 0.19], [1.51, -0.69, -0.78], [-0.01, 0.12, 0.27], [-0.10, -0.02, -0.16], [0.16, -0.06, -0.10], [0.22, 0.11, -0.12], [-0.02, -0.03, 0.25], [-0.14, -0.05, -0.12], [0.19, -0.21, -0.12], [-0.14, 0.03, -0.16], [0.01, 0.29, 0.32], [0.09, -0.21, 0.21], [0.18, 0.10, -0.14], [-0.24, 0.07, 0.02], [-0.52, 0.01, 0.99]],
  "total_energy_ev": -47983.18256,
  "multiplicity": 5,
  "lumo_energy_ev": [0.45, -1.72],
  "relative_energy_kcal_mol": 0.00
}

=====

| no. | largest force on an atom (eV/A) |
| --- | --- |
| 1 | 6.50 |
| 2 | 3.37 |